Version i
ORCA calculation (ωB97M-V/def2-TZVPD) on a 2-piece molecular cluster, C5H7NO2 overall.

Properties
Spin multiplicity: 1
Total charge: 0
Molecular weight in u: 113.12

```
15
Properties=species:S:1:pos:R:3:lowdin_charge:R:1
C -0.37 -1.09 -1.92 -0.01
C -0.93 -0.66 -0.53 -0.56
C -0.48 0.17 1.52 -0.12
C 0.80 0.46 0.69 -0.20
C 1.28 1.74 0.76 -0.14
H 0.66 -0.89 -2.14 0.04
H -0.97 -0.61 -2.88 0.13
H -0.56 -2.23 -2.13 0.11
H -0.89 0.80 2.42 0.14
H -0.71 -0.92 1.97 0.16
H 1.49 -0.36 0.32 0.19
H 0.60 2.60 1.76 0.23
N -0.66 0.41 0.15 0.05
O -1.67 -1.52 -0.07 0.06
O 2.43 2.12 0.06 -0.08
```


Version ii
ORCA calculation (ωB97M-V/def2-TZVPD) on an isolated molecule of C5H7NO2.

Properties
Spin multiplicity: 1
Total charge: 0
Molecular weight in u: 113.12
SMILES string: N[C@]12C[C@H](C1)OC2=O

```
15
Properties=species:S:1:pos:R:3:lowdin_charge:R:1
N 1.61 1.21 -0.13 0.10
C 0.51 0.29 0.05 -0.39
C -0.62 0.04 -1.07 -0.02
C -1.31 -0.67 0.13 -0.24
C -0.69 0.54 1.03 0.01
O -0.50 -1.78 0.45 0.05
C 0.74 -1.15 0.33 -0.50
O 1.69 -1.71 0.60 0.22
H 1.59 1.38 -1.13 0.08
H 2.53 0.74 -0.02 0.10
H -1.18 0.90 -1.45 0.12
H -0.39 -0.53 -1.95 0.10
H -2.39 -0.89 0.16 0.15
H -0.38 0.17 2.02 0.12
H -1.21 1.46 0.98 0.10
```


Version iii
ORCA calculation (ωB97M-V/def2-TZVPD) on C5H7NO2 as an isolated structure.

Properties
Spin multiplicity: 1
Total charge: 0
Molecular weight in u: 113.12

```
15
Properties=species:S:1:pos:R:3:lowdin_charge:R:1
C 1.39 -0.05 -0.23 -0.38
C 0.44 -1.07 0.26 -0.26
C -0.93 -1.05 -0.60 -0.10
C -0.52 1.42 -0.26 -0.18
C 0.56 0.94 0.59 -0.22
H 0.84 -2.23 0.17 0.19
H -1.87 -1.81 -0.25 0.17
H -0.78 -1.58 -1.65 0.13
H 0.29 1.74 -1.18 0.18
H -1.14 2.40 -0.19 0.15
H 1.21 1.55 1.28 0.17
H -0.69 -0.38 1.80 0.07
N 0.21 -0.30 1.48 0.08
O 2.45 0.05 -0.75 0.15
O -1.46 0.35 -0.46 -0.16
```


Version iv
ORCA calculation (ωB97M-V/def2-TZVPD) on an isolated molecule of C5H7NO2.

Properties
Spin multiplicity: 1
Total charge: 0
Molecular weight in u: 113.12

```
15
Properties=species:S:1:pos:R:3:lowdin_charge:R:1
C 0.51 1.39 0.16 -0.22
C -0.64 1.09 -0.67 -0.27
C 0.37 -0.85 0.57 -0.39
N -0.01 -0.69 1.89 0.10
C -1.03 1.54 -1.87 0.08
C 1.16 -1.79 0.05 0.04
O -0.80 -0.41 -0.49 0.00
O 0.91 2.38 0.71 0.04
H -1.65 -0.59 -0.05 0.16
H 0.22 -1.47 2.48 0.10
H 0.23 0.21 2.30 0.09
H -1.07 2.61 -2.03 0.07
H -1.23 0.90 -2.72 0.06
H 1.82 -2.35 0.69 0.06
H 1.19 -1.97 -1.02 0.06
```


Energy comparison, zero being the most stable, in kcal/mol: version i 96.6; version ii 0.0; version iii 67.9; version iv 107.4.


Version i
ORCA calculation (ωB97M-V/def2-TZVPD) on an isolated molecule of C4H5ClN2O.

Properties
Spin multiplicity: 1
Total charge: 0
Molecular weight in u: 132.55
SMILES string: Nc1cc(Cl)c(N)o1

```
13
Properties=species:S:1:pos:R:3:lowdin_charge:R:1
N -0.54 2.39 0.51 0.12
C -0.42 1.01 0.29 -0.41
C -1.25 -0.04 0.49 -0.03
C -0.52 -1.19 0.01 -0.67
Cl -1.03 -2.82 -0.01 0.68
C 0.68 -0.75 -0.41 -0.41
N 1.87 -1.32 -0.85 0.12
O 0.71 0.61 -0.28 0.11
H 0.23 2.75 1.08 0.10
H -1.39 2.59 1.00 0.08
H -2.23 -0.05 0.91 0.10
H 1.72 -2.32 -0.99 0.08
H 2.19 -0.87 -1.74 0.12
```


Version ii
ORCA calculation (ωB97M-V/def2-TZVPD) on an isolated molecule of C4H5ClN2O.

Properties
Spin multiplicity: 1
Total charge: 0
Molecular weight in u: 132.55
SMILES string: Nc1cc(Cl)c(N)o1

```
13
Properties=species:S:1:pos:R:3:lowdin_charge:R:1
N -0.04 0.57 -2.39 0.12
C 0.24 0.18 -1.13 -0.45
C 1.31 -0.23 -0.41 -0.04
C 0.87 -0.24 0.94 -0.64
Cl 1.65 -0.77 2.39 0.65
C -0.47 -0.04 0.97 -0.45
N -1.51 -0.10 1.83 0.13
O -0.79 0.30 -0.30 0.10
H -0.96 0.31 -2.68 0.09
H 0.64 0.11 -3.13 0.16
H 2.38 -0.37 -0.69 0.12
H -1.28 -0.52 2.71 0.08
H -2.06 0.79 1.89 0.13
```


Energy comparison, zero being the most stable, in kcal/mol: version i 0.0; version ii 11.3.


Version i
ORCA calculation (ωB97M-V/def2-TZVPD) on an isolated ion of composition C3H9N2S and charge -1.

Properties
Spin multiplicity: 1
Total charge: -1
Molecular weight in u: 105.19
SMILES string: NCNCC[S-]

```
15
Properties=species:S:1:pos:R:3:lowdin_charge:R:1
N -0.61 -0.03 2.57 -0.03
C -0.69 0.13 1.09 -0.34
N 0.21 -0.77 0.41 -0.09
C 0.89 -0.16 -0.74 -0.36
C 0.00 0.25 -1.92 -0.83
S 0.89 0.40 -3.49 0.06
H 0.02 -0.82 2.70 0.04
H -0.16 0.78 2.99 0.04
H -1.74 0.03 0.79 0.10
H -0.42 1.16 0.83 0.10
H -0.32 -1.54 0.05 0.08
H 1.63 -0.84 -1.20 0.07
H 1.52 0.66 -0.37 0.10
H -0.41 1.24 -1.70 0.02
H -0.81 -0.48 -2.01 0.03
```


Version ii
ORCA calculation (ωB97M-V/def2-TZVPD) on an isolated ion of composition C3H9N2S and charge -1.

Properties
Spin multiplicity: 1
Total charge: -1
Molecular weight in u: 105.19
SMILES string: NCNCC[S-]

```
15
Properties=species:S:1:pos:R:3:lowdin_charge:R:1
N 1.25 -2.47 0.19 -0.01
C 0.57 -2.20 -1.12 -0.34
N 0.07 -0.89 -1.34 -0.09
C -0.56 -0.01 -0.35 -0.37
C 0.16 1.27 0.07 -0.82
S -0.79 2.19 1.32 0.06
H 2.07 -1.85 0.20 0.05
H 0.58 -2.12 0.87 0.03
H -0.21 -2.97 -1.26 0.09
H 1.33 -2.44 -1.86 0.09
H 0.62 -0.37 -1.99 0.08
H -1.58 0.23 -0.65 0.08
H -0.80 -0.60 0.55 0.08
H 1.20 0.95 0.29 0.04
H 0.29 1.90 -0.81 0.02
```


Energy comparison, zero being the most stable, in kcal/mol: version i 0.0; version ii 3.2.


Version i
ORCA calculation (ωB97M-V/def2-TZVPD) on a 2-piece molecular cluster, C4H8O3 overall.

Properties
Spin multiplicity: 1
Total charge: 0
Molecular weight in u: 104.10
SMILES string: C=COO.CC=O

```
15
Properties=species:S:1:pos:R:3:lowdin_charge:R:1
C -2.55 -0.36 -0.38 0.06
C -1.42 -0.20 0.33 -0.17
O -0.22 -1.15 -0.02 -0.22
O 0.11 -2.00 1.10 -0.02
H -3.53 -0.23 0.06 0.07
H -2.56 -0.63 -1.43 0.07
H -1.46 -0.11 1.41 0.12
H 0.73 -1.39 1.57 0.07
C 1.93 0.98 -0.91 -0.03
C 1.11 0.67 0.30 -0.34
O 1.54 0.30 1.37 0.01
H 2.84 0.37 -0.91 0.09
H 1.36 0.76 -1.81 0.08
H 2.25 2.02 -0.92 0.09
H -0.13 0.98 0.25 0.13
```


Version ii
ORCA calculation (ωB97M-V/def2-TZVPD) on an isolated molecule of C4H8O3.

Properties
Spin multiplicity: 1
Total charge: 0
Molecular weight in u: 104.10
SMILES string: COC(=O)[C@@H](C)O

```
15
Properties=species:S:1:pos:R:3:lowdin_charge:R:1
C -0.42 2.11 -1.16 -0.04
O -0.56 0.94 -0.39 -0.01
C 0.50 0.13 -0.32 -0.48
O 1.52 0.22 -0.97 0.12
C 0.35 -0.94 0.68 -0.39
C -0.93 -1.72 0.76 -0.02
O 1.47 -1.76 0.64 0.01
H 0.32 2.75 -0.72 0.10
H -1.34 2.66 -1.23 0.10
H -0.08 1.85 -2.15 0.09
H 0.38 -0.10 1.49 0.19
H -1.77 -1.03 0.84 0.08
H -0.88 -2.38 1.62 0.09
H -1.07 -2.34 -0.13 0.09
H 2.01 -1.36 -0.08 0.09
```


Version iii
ORCA calculation (ωB97M-V/def2-TZVPD) on an isolated molecule of C4H8O3.

Properties
Spin multiplicity: 1
Total charge: 0
Molecular weight in u: 104.10
SMILES string: OC/C=C(/O)CO

```
15
Properties=species:S:1:pos:R:3:lowdin_charge:R:1
O 1.56 -1.34 -0.77 -0.07
C 1.11 -0.14 -1.38 -0.27
C 0.54 0.74 -0.31 -0.06
C -0.16 0.34 0.76 -0.30
O -0.20 1.17 1.84 0.04
C -1.04 -0.88 0.91 -0.18
O -1.41 -1.17 2.23 -0.04
H 1.86 -1.93 -1.47 0.09
H 0.38 -0.35 -2.18 0.12
H 1.95 0.40 -1.85 0.11
H 0.73 1.81 -0.39 0.11
H 0.58 1.72 1.68 0.11
H -1.94 -0.68 0.29 0.13
H -0.53 -1.74 0.48 0.12
H -1.36 -0.36 2.75 0.08
```


Version iv
ORCA calculation (ωB97M-V/def2-TZVPD) on a 2-piece molecular cluster, C4H8O3 overall.

Properties
Spin multiplicity: 1
Total charge: 0
Molecular weight in u: 104.10
SMILES string: CCC=O.O=CO

```
15
Properties=species:S:1:pos:R:3:lowdin_charge:R:1
C 1.58 0.81 -0.57 -0.10
C 1.18 1.77 0.55 -0.23
C -0.09 1.36 1.23 -0.32
O -0.22 1.08 2.38 0.08
H 1.77 -0.17 -0.16 0.07
H 2.47 1.17 -1.08 0.07
H 0.77 0.76 -1.30 0.07
H 1.95 1.77 1.33 0.11
H 1.06 2.78 0.17 0.12
H -0.94 1.34 0.51 0.12
O -1.84 -3.83 0.25 0.10
C -1.77 -2.79 -0.31 -0.41
O -2.47 -2.50 -1.41 0.08
H -1.11 -1.98 0.04 0.13
H -2.35 -1.57 -1.64 0.11
```


Energy comparison, zero being the most stable, in kcal/mol: version i 129.9; version ii 0.0; version iii 28.3; version iv 5.9.


Version i
ORCA calculation (ωB97M-V/def2-TZVPD) on an isolated molecule of C4H8O3.

Properties
Spin multiplicity: 1
Total charge: 0
Molecular weight in u: 104.10
SMILES string: O=C(CO)CCO

```
15
Properties=species:S:1:pos:R:3:lowdin_charge:R:1
O -1.21 -1.12 -0.98 0.09
C -0.87 -0.21 -0.24 -0.38
C -1.36 -0.22 1.19 -0.20
O -1.94 -1.46 1.42 -0.04
C 0.07 0.85 -0.71 -0.09
C 1.50 0.27 -0.77 -0.25
O 2.15 0.31 0.49 -0.06
H -0.51 -0.01 1.86 0.14
H -2.08 0.62 1.30 0.14
H -2.05 -1.80 0.52 0.07
H -0.22 1.12 -1.73 0.13
H 0.04 1.74 -0.07 0.13
H 1.45 -0.77 -1.11 0.12
H 2.04 0.85 -1.50 0.11
H 2.97 -0.16 0.32 0.09
```


Version ii
ORCA calculation (ωB97M-V/def2-TZVPD) on a 2-piece molecular cluster, C4H8O3 overall.

Properties
Spin multiplicity: 1
Total charge: 0
Molecular weight in u: 104.10

```
15
Properties=species:S:1:pos:R:3:lowdin_charge:R:1
C -0.09 -0.59 -1.72 0.02
C 0.75 0.34 -0.59 -0.58
O 0.39 1.59 -0.54 -0.15
C 0.20 -0.53 0.42 0.03
O 0.80 0.88 1.91 -0.03
C -1.20 -0.31 0.89 -0.25
O -1.75 -1.08 1.65 0.09
H 0.23 -0.04 -2.60 0.10
H 0.22 -1.64 -1.82 0.08
H -1.17 -0.50 -1.64 0.08
H 1.80 0.09 -0.85 0.16
H 0.68 1.51 1.12 0.06
H 0.67 -1.47 0.70 0.15
H 0.14 1.14 2.57 0.09
H -1.68 0.60 0.50 0.15
```


Energy comparison, zero being the most stable, in kcal/mol: version i 0.0; version ii 77.4.


Version i
ORCA calculation (ωB97M-V/def2-TZVPD) on C3H2N2O2S as an isolated structure.

Properties
Spin multiplicity: 1
Total charge: 0
Molecular weight in u: 130.13

```
10
Properties=species:S:1:pos:R:3:lowdin_charge:R:1
C -0.31 -1.15 0.43 -0.24
C -1.04 -0.27 1.24 -0.04
C -0.61 1.03 0.67 -0.07
N 0.50 -0.90 -0.55 -0.10
N -0.03 1.84 -0.06 0.09
O 0.40 0.77 -2.42 -0.25
O 2.29 0.83 -0.85 -0.25
S 0.93 0.54 -1.13 0.64
H -0.43 -2.21 0.63 0.13
H -1.71 -0.46 2.04 0.08
```


Version ii
ORCA calculation (ωB97M-V/def2-TZVPD) on an isolated molecule of C3H2N2O2S.

Properties
Spin multiplicity: 1
Total charge: 0
Molecular weight in u: 130.13

```
10
Properties=species:S:1:pos:R:3:lowdin_charge:R:1
C 0.01 -1.22 -0.43 -0.50
C -1.33 2.35 0.03 0.07
C 1.05 0.04 -0.01 -0.14
N -0.35 1.80 -0.33 -0.19
N 0.76 1.25 -0.64 0.04
O 0.45 -2.32 -0.61 0.09
O -1.77 -0.96 1.34 -0.50
S -1.71 -0.71 -0.09 0.93
H 1.00 0.15 1.10 0.15
H 1.89 -0.37 -0.38 0.06
```


Energy comparison, zero being the most stable, in kcal/mol: version i 0.0; version ii 54.7.